Record 1
Formula: C4H7NO3S
Source: the Open Molecules 2025 dataset
Level of theory: ωB97M-V/def2-TZVPD

Computed properties:
energy	-22727.745	eV
Kohn-Sham gap	10.147	eV
relative energy (zero: lowest compared OMol25 entry of this formula, charge and spin)	0.906	eV

XYZ file:
```
16
Properties=species:S:1:pos:R:3:lowdin_charge:R:1
C 0.74 -1.29 -1.29 -0.59
C -1.18 0.54 0.23 -0.28
C -0.06 1.60 0.18 -0.27
C 0.71 -0.88 0.14 -0.26
N -0.73 -0.70 0.67 -0.05
O -0.44 -1.87 -1.68 0.10
O 1.58 -1.16 -2.04 0.19
O 1.80 1.03 1.84 -0.52
S 1.57 0.80 0.43 0.96
H -1.98 0.81 0.94 0.13
H -1.66 0.44 -0.74 0.11
H 0.22 1.96 -0.87 0.10
H -0.11 2.42 0.86 0.07
H 1.30 -1.52 0.74 0.12
H -0.65 -0.62 1.65 0.10
H -1.12 -1.56 -1.07 0.08
```

Record 2
Formula: C3H6P2
Source: the Open Molecules 2025 dataset
Level of theory: ωB97M-V/def2-TZVPD

Computed properties:
energy	-21778.959	eV
Kohn-Sham gap (alpha / beta)	8.601 / 6.077	eV
relative energy (zero: lowest compared OMol25 entry of this formula, charge and spin)	5.478	eV

XYZ file:
```
11
Properties=species:S:1:pos:R:3:lowdin_charge:R:1
C 1.12 -1.71 -0.16 0.00
C 1.04 -1.04 -1.30 -0.14
C 0.88 -0.18 -0.19 -0.54
P -2.39 0.15 -0.63 0.57
P 1.97 1.18 0.41 0.76
H 1.40 -2.46 0.48 0.06
H 0.88 -1.13 -2.38 0.11
H -2.34 -0.55 0.51 -0.30
H -2.41 -0.99 -1.43 -0.26
H 1.22 1.41 1.59 -0.12
H 1.29 2.13 -0.32 -0.14
```

Record 3
Formula: C2H9NS2
Source: the Open Molecules 2025 dataset
Level of theory: ωB97M-V/def2-TZVPD

Computed properties:
energy	-25380.125	eV
Kohn-Sham gap	9.218	eV
relative energy (zero: lowest compared OMol25 entry of this formula, charge and spin)	0.589	eV
SMILES string	CCN.SS

XYZ file:
```
14
Properties=species:S:1:pos:R:3:lowdin_charge:R:1
S 0.24 -1.61 1.86 0.25
S -0.43 -1.20 3.79 0.25
H 1.10 -2.59 2.18 -0.21
H -1.72 -1.30 3.44 -0.21
C -0.27 -0.06 -1.81 -0.12
C 0.28 1.27 -1.32 -0.34
N 0.49 1.38 0.14 -0.03
H 0.23 -0.90 -1.33 0.05
H -0.05 -0.17 -2.87 0.06
H -1.34 -0.21 -1.73 0.06
H -0.39 2.07 -1.59 0.10
H 1.25 1.45 -1.78 0.10
H 1.02 0.57 0.45 -0.01
H -0.43 1.29 0.56 0.05
```

Record 4
Formula: C5H8I2
Source: the Open Molecules 2025 dataset
Level of theory: ωB97M-V/def2-TZVPD

Computed properties:
energy	-21512.606	eV
Kohn-Sham gap	9.362	eV
relative energy (zero: lowest compared OMol25 entry of this formula, charge and spin)	2.248	eV
SMILES string	CC1(C)C=C1I.I

XYZ file:
```
15
Properties=species:S:1:pos:R:3:lowdin_charge:R:1
C -1.12 1.10 -1.05 -0.08
C -0.67 0.17 -0.02 -0.52
C -0.26 1.63 -0.22 -0.71
C 0.32 -0.94 -0.41 -0.04
C -1.64 -0.23 1.08 -0.04
I 4.68 -0.78 0.31 0.46
I 0.72 3.38 0.28 0.81
H 3.55 -1.28 -0.59 -0.44
H -1.83 1.40 -1.91 0.14
H 0.01 -1.78 0.12 0.05
H 1.33 -0.60 -0.07 0.05
H 0.59 -0.98 -1.48 0.09
H -2.33 0.57 1.26 0.08
H -1.18 -0.58 1.94 0.06
H -2.17 -1.08 0.77 0.06
```

Record 5
Formula: C32H35AsMnN3O3PSSe2Te
Source: the Open Molecules 2025 dataset
Level of theory: ωB97M-V/def2-TZVPD

Computed properties:
energy	-294636.733	eV
multiplicity	6
Kohn-Sham gap (alpha / beta)	4.099 / 6.647	eV
<S²>	9.0502
relative energy (zero: lowest compared OMol25 entry of this formula, charge and spin)	1.942	eV

XYZ file:
```
80
Properties=species:S:1:pos:R:3:lowdin_charge:R:1
Mn -1.21 -0.80 0.86 0.39
S -0.05 -2.75 0.36 0.64
C 1.62 -3.03 -0.20 -0.65
C 1.95 -4.39 -0.24 -0.14
C 3.21 -4.81 -0.63 -0.09
C 4.17 -3.88 -1.01 -0.09
C 3.85 -2.54 -0.99 -0.10
C 2.59 -2.10 -0.59 -0.43
As 2.09 -0.23 -0.58 1.35
C 1.32 -0.12 -2.37 -0.39
C 1.04 -1.25 -3.13 -0.09
C 0.44 -1.12 -4.38 -0.08
C 0.13 0.13 -4.88 -0.10
C 0.39 1.27 -4.12 -0.09
C 0.98 1.14 -2.87 -0.15
C 3.84 0.57 -0.91 -0.41
C 4.68 0.71 0.19 -0.13
C 5.94 1.28 0.06 -0.09
C 6.37 1.73 -1.18 -0.10
C 5.54 1.60 -2.28 -0.08
C 4.28 1.03 -2.15 -0.10
H 1.20 -5.12 0.05 0.09
H 3.44 -5.87 -0.65 0.10
H 5.16 -4.20 -1.32 0.10
H 4.59 -1.81 -1.30 0.09
H 1.29 -2.23 -2.76 0.10
H 0.22 -2.01 -4.96 0.10
H -0.33 0.23 -5.86 0.10
H 0.14 2.25 -4.50 0.10
H 1.16 2.03 -2.27 0.11
H 4.35 0.37 1.17 0.09
H 6.58 1.37 0.93 0.10
H 7.35 2.18 -1.29 0.10
H 5.87 1.95 -3.25 0.10
H 3.65 0.92 -3.02 0.09
Se -4.58 -1.69 2.70 0.47
Se -3.67 -3.31 0.52 0.63
C -3.41 -2.05 -0.85 -0.73
C -4.22 -2.11 -2.00 -0.11
C -4.05 -1.22 -3.03 -0.05
C -3.05 -0.26 -2.94 -0.05
C -2.28 -0.23 -1.80 -0.14
N -2.46 -1.10 -0.77 -0.13
C -2.98 -2.06 3.66 -0.76
C -3.07 -2.33 5.03 -0.12
C -1.95 -2.71 5.73 -0.07
C -0.75 -2.85 5.05 -0.06
C -0.73 -2.54 3.71 -0.19
N -1.80 -2.11 3.02 -0.05
H -4.99 -2.87 -2.02 0.09
H -4.68 -1.28 -3.91 0.11
H -2.85 0.45 -3.72 0.11
H -1.49 0.49 -1.68 0.08
H -4.04 -2.26 5.51 0.09
H -2.01 -2.92 6.79 0.11
H 0.15 -3.19 5.54 0.10
H 0.17 -2.66 3.12 0.07
C -3.54 4.57 -1.62 -0.07
C -2.99 4.19 -0.27 -0.30
O -1.91 3.26 -0.48 -0.26
P -1.45 2.24 0.66 0.19
O -0.43 1.32 0.06 -0.48
Te -3.23 0.93 1.66 0.74
O -0.69 3.12 1.76 -0.27
C -1.38 3.87 2.78 -0.31
C -0.99 3.34 4.14 -0.08
H -4.31 5.34 -1.51 0.08
H -3.99 3.70 -2.11 0.08
H -2.75 4.95 -2.26 0.08
H -3.77 3.71 0.35 0.08
H -2.61 5.06 0.27 0.12
H -2.46 3.78 2.64 0.08
H -1.10 4.91 2.65 0.12
H -1.40 2.35 4.31 0.06
H -1.36 4.00 4.92 0.08
H 0.10 3.30 4.22 0.08
N 0.12 -0.02 2.39 0.01
H 0.54 0.80 1.96 0.02
H 0.87 -0.66 2.64 0.05
H -0.38 0.26 3.23 0.04
```

Record 6
Formula: C3H2NO3
Source: the Open Molecules 2025 dataset
Level of theory: ωB97M-V/def2-TZVPD

Computed properties:
energy	-10774.484	eV
Kohn-Sham gap	6.117	eV
total charge	-1
relative energy (zero: lowest compared OMol25 entry of this formula, charge and spin)	3.286	eV

XYZ file:
```
9
Properties=species:S:1:pos:R:3:lowdin_charge:R:1
C -0.03 -1.02 -0.19 -0.30
C 1.53 0.76 -0.01 -0.45
C -0.90 1.19 -0.14 -0.43
N 1.21 -0.40 0.02 0.06
O -1.77 2.04 0.05 -0.02
O 2.27 1.69 0.01 0.04
O -1.09 -0.07 0.03 -0.04
H -0.17 -1.79 0.58 0.03
H 0.07 1.51 -0.56 0.12
```

Number 1: F_max 0.1189 Eh/bohr. Number 2: F_max 0.0891 Eh/bohr. Number 3: F_max 0.0158 Eh/bohr. Number 4: F_max 0.0749 Eh/bohr. Number 5: F_max 0.0111 Eh/bohr. Number 6: F_max 0.0627 Eh/bohr.